{
  "formula": "C37H41N2",
  "method": "wB97M-V/def2-TZVPD",
  "de_lowest_kj_mol": 0.00,
  "total_energy_ev": -42009.3345,
  "multiplicity": 1,
  "orbital_gap_ha": 0.22406,
  "total_charge": 1,
  "e_homo_ev": -10.76,
  "species": ["C", "C", "C", "C", "H", "C", "H", "H", "C", "C", "H", "C", "H", "C", "H", "C", "H", "C", "C", "C", "H", "C", "C", "C", "H", "H", "C", "H", "H", "H", "H", "H", "C", "C", "H", "C", "H", "H", "H", "C", "C", "H", "N", "C", "C", "C", "C", "C", "H", "H", "C", "C", "H", "C", "H", "C", "H", "H", "H", "H", "C", "H", "H", "H", "H", "H", "C", "C", "H", "C", "H", "H", "H", "C", "N", "H", "H", "H", "H", "C"],
  "positions_angstrom": [[-3.850, 1.522, 2.130], [2.028, -5.899, 5.528], [2.386, 0.741, 3.093], [-4.033, -1.785, 7.585], [-1.515, -2.460, 1.508], [1.257, -6.896, 6.138], [2.162, -3.731, 1.469], [2.560, -3.816, 5.472], [-3.214, 1.630, 3.368], [0.463, 0.100, 8.670], [-1.452, -0.255, 0.447], [1.176, 0.797, 2.390], [0.839, 0.898, 6.684], [0.802, -2.781, 7.191], [2.727, -6.180, 4.737], [-2.655, -1.656, 7.694], [0.113, 1.747, 0.755], [0.286, -5.217, 7.593], [0.974, -4.175, 6.907], [1.317, -8.313, 5.654], [1.697, -1.493, 9.537], [-0.581, -0.875, 8.150], [1.025, 1.728, 1.352], [2.055, 2.635, 1.075], [-3.704, 0.749, 0.121], [-0.378, -4.953, 8.417], [-0.242, 1.363, 9.178], [4.042, 3.335, 1.599], [-5.600, -3.103, 6.879], [-1.571, -4.527, 6.253], [0.129, -0.288, 3.890], [1.582, -8.999, 6.469], [0.061, -3.933, 2.053], [3.249, 2.606, 1.803], [-1.203, -2.604, 3.250], [1.931, -4.578, 5.933], [-0.343, -4.746, 2.657], [1.917, -4.261, 3.153], [-3.699, 2.150, 4.194], [-2.249, -3.774, 6.624], [3.414, 1.639, 2.801], [4.351, 1.581, 3.354], [1.534, -2.177, 2.756], [-0.396, -2.153, 7.535], [0.076, -0.186, 2.794], [0.433, -6.546, 7.216], [-1.946, 0.269, 1.275], [-4.524, -2.955, 6.989], [1.966, 0.126, 10.223], [-4.707, -1.005, 7.942], [-3.637, -3.939, 6.523], [-3.214, 0.844, 1.090], [-0.908, 1.138, 10.018], [1.204, -0.561, 9.835], [0.015, -4.226, 0.992], [1.409, 0.485, 7.529], [2.121, 1.249, 7.871], [-0.110, -7.329, 7.752], [2.394, -1.734, 2.433], [1.709, -2.189, 7.180], [-1.316, 0.377, 2.521], [-4.029, -4.855, 6.073], [1.928, 3.370, 0.279], [0.338, -8.618, 5.264], [0.510, -0.792, 10.654], [0.509, 2.078, 9.534], [-0.734, -2.625, 2.255], [0.375, -1.543, 2.169], [1.991, -0.363, 7.159], [-1.951, 1.068, 3.563], [-4.837, 1.965, 1.978], [-0.807, 1.848, 8.375], [-2.331, 0.200, 8.657], [-1.751, -2.632, 7.243], [-1.901, -0.619, 8.235], [-1.444, 1.156, 4.530], [2.051, -8.422, 4.849], [0.586, -1.375, 1.086], [2.522, -0.021, 3.862], [1.518, -3.600, 2.366]],
  "atomic_forces_ev_per_a": [[0.2, -0.1, 0.0], [0.0, 0.0, 0.1], [0.1, 0.4, -0.2], [-0.2, -0.2, -0.2], [0.1, -0.1, 0.2], [0.1, 0.2, 0.0], [-0.4, -0.2, 0.4], [-0.2, -0.1, 0.0], [0.2, -0.1, 0.0], [-0.6, -0.1, 0.0], [-0.2, 0.2, 0.4], [0.0, 0.1, 0.1], [0.2, -0.1, 0.2], [-0.8, 0.6, 0.9], [-0.2, 0.1, 0.2], [-0.1, -0.9, -0.4], [0.2, 0.1, 0.3], [-0.1, 0.3, -0.3], [0.4, -1.3, -0.4], [0.1, -0.2, -0.1], [-0.1, 0.2, 0.0], [-0.3, 1.0, 0.1], [0.4, 0.0, 0.2], [0.1, -0.2, 0.1], [0.1, 0.1, 0.2], [0.1, -0.1, -0.2], [0.2, 0.2, 0.1], [-0.4, -0.4, 0.1], [0.4, 0.1, 0.1], [-0.2, -0.1, -0.1], [0.1, -0.2, -0.2], [-0.1, 0.1, -0.2], [-0.4, 0.1, -0.8], [-0.2, -0.1, 0.1], [0.1, 0.1, -0.2], [-0.3, 0.4, 0.3], [0.1, 0.0, -0.1], [0.0, 0.4, -0.2], [0.1, -0.1, -0.2], [-0.6, 0.1, 0.1], [0.0, 0.1, -0.1], [-0.2, 0.1, -0.1], [0.6, -0.5, 0.7], [0.3, -0.8, -0.6], [-0.2, 0.5, 0.1], [-0.1, 0.4, 0.2], [-0.4, 0.2, 0.2], [0.4, 0.2, 0.1], [-0.1, -0.1, -0.1], [0.2, -0.2, -0.1], [0.2, 0.1, -0.1], [0.3, -0.2, 0.0], [0.1, 0.1, -0.1], [0.2, -0.1, 0.3], [-0.2, -0.1, 0.4], [0.1, 0.1, -0.3], [-0.2, -0.2, 0.0], [0.2, 0.3, -0.1], [-0.3, -0.1, 0.2], [0.0, 0.0, -0.1], [0.2, -0.1, 0.0], [0.1, 0.4, 0.1], [0.0, -0.2, 0.2], [0.2, 0.0, 0.1], [0.2, 0.0, -0.2], [-0.2, -0.2, -0.1], [0.6, 0.3, 0.4], [-0.7, -0.3, -1.2], [-0.1, 0.3, 0.1], [-0.3, -0.1, -0.4], [0.3, -0.2, 0.0], [0.1, 0.0, 0.1], [0.4, -0.2, -0.1], [-0.5, -0.3, 0.2], [1.0, 0.0, 0.1], [-0.2, 0.0, -0.3], [-0.1, 0.0, 0.2], [-0.3, 0.0, 0.3], [-0.1, 0.3, -0.1], [0.7, 0.1, -0.2]],
  "lowdin_charge": [-0.09, -0.03, -0.06, 0.01, 0.11, -0.25, 0.12, 0.12, -0.08, -0.53, 0.12, -0.18, 0.10, 0.11, 0.12, -0.18, 0.11, -0.02, -0.20, -0.04, 0.09, -0.08, -0.02, -0.07, 0.11, 0.13, -0.05, 0.11, 0.11, 0.10, 0.13, 0.10, -0.16, -0.09, 0.11, 0.00, 0.10, 0.08, 0.10, -0.01, -0.08, 0.10, -0.02, -0.06, -0.20, -0.02, -0.05, -0.06, 0.10, 0.12, -0.05, -0.07, 0.09, -0.02, 0.11, -0.02, 0.11, 0.13, 0.11, 0.11, -0.20, 0.11, 0.11, 0.10, 0.10, 0.10, -0.12, -0.33, 0.07, -0.04, 0.11, 0.10, 0.17, -0.10, 0.20, 0.10, 0.08, 0.16, 0.10, -0.20]
}


{
  "formula": "C37H41N3O2",
  "method": "wB97M-V/def2-TZVPD",
  "de_lowest_kj_mol": 0.00,
  "total_energy_ev": -47598.5821,
  "multiplicity": 1,
  "orbital_gap_ha": 0.14508,
  "e_homo_ev": -5.75,
  "species": ["H", "C", "C", "C", "H", "C", "C", "H", "C", "H", "H", "H", "H", "C", "C", "H", "H", "H", "H", "C", "C", "H", "H", "C", "H", "H", "H", "H", "H", "O", "H", "C", "C", "H", "C", "H", "H", "H", "H", "C", "C", "H", "H", "C", "C", "H", "C", "N", "H", "C", "N", "C", "C", "H", "H", "H", "N", "C", "H", "C", "H", "C", "C", "C", "C", "H", "C", "C", "H", "C", "H", "C", "C", "H", "H", "O", "H", "H", "H", "C", "C", "C", "C"],
  "positions_angstrom": [[3.104, -3.479, 1.762], [-7.248, -1.710, 2.553], [-0.984, 2.931, -2.389], [7.058, -1.117, 0.547], [6.911, 0.248, 2.199], [1.687, 1.644, -3.897], [0.947, 1.124, 0.771], [-3.821, -2.545, -1.344], [-4.040, -1.674, 0.579], [-2.154, -1.190, -0.259], [-3.441, 1.270, 3.050], [-6.115, -4.134, 1.250], [5.808, 2.050, 1.058], [-5.766, 0.051, 3.533], [-1.431, 0.924, 1.332], [6.184, 1.394, -0.537], [-7.927, -0.974, 2.077], [-7.551, -0.746, 4.442], [8.010, 0.767, 0.906], [4.614, 0.387, 0.500], [-1.396, 4.436, -0.671], [-2.758, 3.793, -3.336], [-3.777, -3.710, -0.020], [5.917, 1.115, 0.496], [5.784, -3.427, 1.906], [0.969, 2.189, 1.000], [1.252, -1.553, 0.609], [3.394, 0.343, -4.031], [-0.724, 2.638, -4.509], [-2.615, 4.229, -1.325], [-0.904, 1.840, -2.182], [-5.758, -3.078, -0.581], [-2.634, 0.165, 1.379], [7.380, -1.066, -0.512], [3.349, -1.718, 0.586], [2.421, -3.572, 0.138], [-6.351, 0.933, 3.230], [-0.407, 4.302, -3.897], [-5.893, -4.007, -1.142], [-2.881, -0.928, 0.508], [3.937, 2.327, -3.328], [0.958, 0.904, -4.237], [-6.210, -2.261, -1.156], [2.108, 3.897, -3.120], [-6.713, -1.103, 3.839], [4.597, -3.805, -0.879], [3.279, -3.202, 0.709], [-0.445, 3.667, -1.278], [-6.177, -1.870, 4.410], [3.044, 1.343, -3.770], [5.756, -1.754, 0.630], [7.047, 0.293, 1.111], [-4.778, -0.284, 2.467], [-7.546, -3.275, 0.627], [4.547, -4.930, 0.495], [-0.332, -0.476, 0.186], [-6.186, -2.066, 1.628], [-5.025, -1.360, 1.561], [6.691, -3.593, 0.381], [-0.254, 3.228, -3.708], [-5.226, 0.328, 4.445], [4.551, -3.875, 0.214], [-3.621, 0.454, 2.352], [3.423, 1.084, 0.497], [1.222, 2.926, -3.591], [-1.387, 1.857, 1.894], [-6.457, -3.200, 0.760], [-4.274, -2.795, -0.380], [4.152, 4.386, -2.655], [-0.280, 0.476, 0.718], [-7.833, -2.616, 2.765], [3.469, 3.607, -3.000], [5.766, -3.197, 0.821], [7.779, -1.747, 1.085], [-3.087, 2.425, -2.235], [-1.352, 5.211, 0.272], [3.439, 2.174, 0.471], [5.000, 2.099, -3.249], [1.708, 4.871, -2.837], [-2.458, 3.312, -2.396], [2.182, -0.992, 0.565], [4.601, -1.042, 0.558], [2.168, 0.427, 0.584]],
  "atomic_forces_ev_per_a": [[0.1, 0.1, -0.2], [-0.3, 0.4, 0.0], [0.2, -0.2, 1.0], [0.3, 0.2, -0.4], [0.1, 0.0, -0.1], [0.2, 0.4, 0.1], [0.2, 0.1, -0.1], [0.0, -0.1, 0.1], [0.3, 0.5, 0.3], [-0.2, 0.1, 0.1], [-0.1, -0.1, -0.1], [-0.2, 0.3, -0.1], [0.0, -0.1, -0.2], [-0.5, 0.3, 0.4], [0.5, 0.0, -0.1], [-0.1, -0.1, 0.2], [0.1, -0.3, 0.1], [0.1, -0.1, 0.0], [-0.1, -0.1, 0.1], [-0.5, -0.2, 0.0], [1.5, -1.6, -1.6], [-0.1, 0.0, 0.1], [-0.1, 0.2, -0.1], [0.5, 0.4, -0.2], [0.1, 0.1, -0.3], [0.0, -0.1, 0.0], [0.2, 0.1, 0.0], [0.0, 0.3, 0.1], [0.2, 0.2, 0.0], [-1.3, 0.2, -0.2], [0.1, 0.1, -0.3], [-0.1, 0.2, -0.1], [-0.5, -0.3, 0.0], [-0.1, -0.1, 0.3], [-0.4, 0.6, 0.0], [0.1, 0.0, 0.1], [0.1, -0.2, 0.1], [0.1, -0.3, -0.1], [0.0, 0.1, 0.0], [-0.3, 0.1, 0.4], [-0.1, 0.0, 0.0], [0.3, 0.1, 0.0], [0.0, -0.1, 0.1], [0.2, -0.1, -0.1], [0.2, -0.1, 0.1], [0.0, 0.0, 0.1], [-0.1, -0.6, 0.2], [0.1, 1.0, 1.4], [-0.1, 0.0, -0.1], [-0.1, 0.1, 0.1], [-0.1, 0.1, 0.0], [-0.2, 0.0, 0.2], [0.3, -0.3, -0.5], [0.3, 0.0, 0.0], [0.1, 0.1, -0.1], [0.1, 0.3, 0.4], [-0.1, -0.1, 0.0], [0.3, 0.4, 0.1], [-0.2, 0.1, 0.1], [0.0, 0.2, 0.3], [-0.1, 0.1, -0.1], [0.0, 0.1, -0.2], [0.2, -0.2, -0.4], [-0.1, -0.3, 0.4], [-0.4, -0.1, -0.1], [-0.1, 0.0, -0.1], [0.1, -0.4, 0.0], [0.0, -0.5, -0.4], [-0.1, -0.3, -0.1], [-0.6, -0.1, -0.3], [0.2, 0.2, 0.0], [-0.3, -0.2, -0.1], [-0.1, -0.3, 0.4], [-0.2, 0.2, -0.1], [-0.1, 0.3, 0.0], [0.0, -0.3, -0.1], [0.0, -0.2, 0.0], [-0.2, 0.0, 0.0], [0.2, -0.3, -0.1], [-0.4, 0.2, 0.0], [0.5, 0.1, 0.1], [-0.1, 0.2, 0.1], [0.1, -0.1, -0.4]],
  "lowdin_charge": [0.13, -0.16, -0.40, -0.15, 0.12, -0.06, 0.05, 0.12, -0.14, 0.12, 0.13, 0.14, 0.12, -0.15, 0.04, 0.13, 0.14, 0.12, 0.12, -0.13, -0.64, 0.11, 0.13, -0.14, 0.14, 0.14, 0.12, 0.09, 0.11, -0.05, 0.12, -0.17, -0.20, 0.14, -0.14, 0.12, 0.13, 0.12, 0.12, 0.04, -0.12, 0.11, 0.13, -0.04, -0.17, 0.13, -0.15, 0.07, 0.12, -0.11, -0.06, -0.17, -0.14, 0.13, 0.12, 0.10, -0.07, -0.09, 0.13, -0.13, 0.12, -0.17, 0.03, 0.05, -0.23, 0.14, -0.16, -0.15, 0.10, -0.09, 0.12, -0.09, -0.15, 0.13, 0.11, -0.02, 0.14, 0.09, 0.11, -0.17, 0.04, -0.08, -0.19]
}